Molecular formula: C33H50CoI2N3O5Si4
Method: DFT, the ωB97M-V functional and the def2-TZVPD basis

Values from the calculation:
E in eV: -135084.7103
Energy above the lowest of the compared OMol25 structures with the same formula, charge and spin in kcal per mole: 0.0
⟨S²⟩: 0.95
HOMO-LUMO gap (spin up / spin down) in eV: 6.18 / 6.03
2S+1: 2
Charge: -1
E_LUMO (spin up / spin down) in Eh: 0.0677 / 0.0677

Each line ends with the Löwdin spin population.
Atoms and positions in Å:
Co1 -0.42162 0.50713 0.09668  1.07
C1 0.91279 1.71171 3.99796  0.00
C2 -0.45349 2.23885 3.68149  0.00
N1 -0.95488 3.18754 4.43126  0.00
C3 -2.15067 3.71896 4.08538  0.00
C4 -2.80320 3.40834 2.92082  0.00
C5 -4.04772 4.17425 2.56522  0.00
O1 -3.81653 5.18120 1.57339  0.00
C6 -2.25498 2.41918 2.07026  0.00
C7 -2.74599 2.30486 0.70265  -0.01
N2 -2.32433 1.48900 -0.18983  0.03
C8 -2.74487 1.77426 -1.51656  0.00
C9 -2.19014 2.85859 -2.18960  0.00
C10 -2.56616 3.15379 -3.48894  0.00
C11 -3.52553 2.38268 -4.13046  0.00
C12 -4.10028 1.30937 -3.46637  0.00
C13 -3.70638 1.01114 -2.16925  0.00
I1 -4.59859 -0.56451 -1.14908  0.00
C14 -1.13182 1.70059 2.52623  0.00
O2 -0.67032 0.63360 1.98533  -0.02
H1 1.40234 2.39409 4.69099  0.00
H2 1.49160 1.63373 3.07542  0.00
H3 0.86169 0.71520 4.44336  0.00
H4 -2.55655 4.46109 4.76520  0.00
H5 -4.44694 4.63622 3.47316  0.00
H6 -4.81793 3.52051 2.15572  0.00
H7 -2.95839 5.57411 1.76478  0.00
H8 -3.50045 3.03794 0.40574  0.00
H9 -1.43834 3.44673 -1.67611  0.00
H10 -2.11487 3.99423 -4.00104  0.00
H11 -3.83159 2.61579 -5.14232  0.00
H12 -4.85750 0.70699 -3.94939  0.00
I2 5.61302 4.10639 -5.05030  0.00
C15 4.02983 3.41039 -3.87610  0.00
C16 3.84085 3.94449 -2.60903  0.00
C17 2.81043 3.44932 -1.82141  0.00
C18 1.98227 2.43866 -2.29268  0.00
C19 2.17955 1.92717 -3.56545  0.00
C20 3.20156 2.41544 -4.36968  0.00
C21 0.91517 1.87673 -1.39462  0.00
O3 0.67877 2.42561 -0.29154  0.02
O4 0.30221 0.83736 -1.76583  -0.01
H13 4.48990 4.72604 -2.23833  0.00
H14 2.63244 3.83375 -0.82449  0.00
H15 1.52549 1.14220 -3.92333  0.00
H16 3.35538 2.01703 -5.36303  0.00
C22 4.99159 1.55741 1.67208  0.00
N3 3.81946 0.71556 1.68465  0.00
C23 3.56870 -0.08661 2.86586  0.00
C24 2.97781 0.66029 0.63136  0.00
O5 1.95797 -0.00124 0.58218  0.02
H17 4.94971 2.27929 2.49202  0.00
H18 5.04323 2.10432 0.73139  0.00
H19 5.90137 0.96195 1.78778  0.00
H20 3.74109 0.51166 3.76221  0.00
H21 4.22039 -0.96391 2.88540  0.00
H22 2.53451 -0.41614 2.84067  0.00
H23 3.32470 1.27191 -0.21673  0.00
C25 -0.60895 -4.27563 -2.85979  0.00
Si1 -0.42693 -2.44338 -2.39524  -0.01
C26 -1.70787 -1.59184 -3.47330  0.00
C27 1.25185 -1.95666 -3.09925  0.00
Si2 -0.50934 -1.90604 -0.08220  -0.06
Si3 -2.05557 -2.93651 1.43468  -0.02
C28 -1.68687 -4.77804 1.68327  -0.01
C29 -1.82068 -2.11405 3.10788  0.00
C30 -3.91732 -3.03211 1.11141  0.00
Si4 1.36574 -3.22204 0.59695  0.00
C31 1.65072 -3.26555 2.48272  0.00
C32 3.08044 -2.88675 -0.14816  0.00
C33 1.16736 -5.07076 0.14124  0.00
H24 -0.77712 -4.37930 -3.93729  0.00
H25 -1.45228 -4.74419 -2.34339  0.00
H26 0.28966 -4.84192 -2.61007  0.00
H27 -1.52121 -1.81207 -4.52957  0.00
H28 -1.66330 -0.50785 -3.33983  0.00
H29 -2.71882 -1.92461 -3.23195  0.00
H30 1.22923 -1.95116 -4.19407  0.00
H31 2.03570 -2.64341 -2.77995  0.00
H32 1.52071 -0.95810 -2.75239  0.00
H33 -0.70304 -4.95325 2.11042  0.00
H34 -1.73596 -5.31520 0.73223  0.00
H35 -2.42582 -5.22368 2.35898  0.00
H36 -0.95910 -2.53850 3.62912  0.00
H37 -2.70314 -2.23960 3.74376  0.00
H38 -1.63540 -1.04827 2.98067  0.00
H39 -4.11767 -3.39951 0.10004  0.00
H40 -4.42023 -2.06908 1.22163  0.00
H41 -4.36821 -3.73349 1.81869  0.00
H42 2.71432 -3.36081 2.72051  0.00
H43 1.13399 -4.11558 2.93252  0.00
H44 1.27361 -2.36857 2.98024  0.00
H45 3.34149 -1.83224 -0.18132  0.00
H46 3.12451 -3.25758 -1.17367  0.00
H47 3.84801 -3.41467 0.42726  0.00
H48 0.88082 -5.66808 1.00632  0.00
H49 2.10342 -5.48119 -0.25077  0.00
H50 0.39742 -5.22099 -0.61347  0.00



Molecular formula: C17H20N4O2S
Method: DFT, the ωB97M-V functional and the def2-TZVPD basis

Values from the calculation:
E in eV: -38844.5785
SMILES string: CCOC(=O)[C@@H](CC)Sc1nnc2c3cc(C)ccc3n(C)c2n1
Energy above the lowest of the compared OMol25 structures with the same formula, charge and spin in kcal per mole: 40.8
HOMO-LUMO gap in eV: 8.17
E_LUMO in Eh: -0.0003

Each line ends with the Mulliken charge.
Atoms and positions in Å:
C1 -7.01542 -0.63220 0.98628  -1.11
C2 -5.82621 -1.55367 1.21620  -0.26
O1 -4.76227 -1.26665 0.30589  -0.30
C3 -3.94686 -0.25798 0.62894  0.25
O2 -4.03110 0.38394 1.63948  -0.60
C4 -2.88703 -0.07687 -0.43936  0.31
C5 -3.46702 -0.02110 -1.85149  -0.63
C6 -4.45640 1.12428 -2.02301  -1.07
S1 -1.91423 1.42864 -0.05218  -0.23
C7 -0.29904 0.77786 -0.03141  0.25
N1 -0.13253 -0.52016 -0.25916  -0.15
N2 1.06171 -1.05113 -0.25700  -0.95
C8 2.08186 -0.25519 -0.02407  0.85
C9 3.49963 -0.45482 0.05118  0.34
C10 4.31986 -1.56397 -0.09499  -0.81
C11 5.68994 -1.40678 0.03969  0.99
C12 6.61780 -2.57427 -0.11280  -1.51
C13 6.21756 -0.14279 0.31965  -0.64
C14 5.41964 0.97691 0.47013  -0.72
C15 4.05196 0.81555 0.33366  -0.34
N3 3.04287 1.76384 0.43138  0.06
C16 3.20908 3.16310 0.70925  -1.05
C17 1.86559 1.14540 0.21968  0.84
N4 0.66046 1.67944 0.21609  -0.52
H1 -6.73296 0.39673 1.19612  0.30
H2 -7.35497 -0.70528 -0.04445  0.29
H3 -7.82884 -0.91450 1.64836  0.40
H4 -6.08978 -2.59524 1.02211  0.32
H5 -5.45571 -1.44534 2.24060  0.33
H6 -2.16348 -0.89679 -0.36098  0.42
H7 -3.95944 -0.97446 -2.05233  0.33
H8 -2.64229 0.09363 -2.55727  0.36
H9 -5.31024 0.99628 -1.36184  0.21
H10 -3.97887 2.07242 -1.78559  0.34
H11 -4.81625 1.16257 -3.04826  0.39
H12 3.88430 -2.52705 -0.31070  0.43
H13 7.20372 -2.71538 0.79449  0.34
H14 7.31295 -2.40168 -0.93359  0.34
H15 6.06311 -3.48654 -0.31389  0.35
H16 7.28832 -0.04033 0.42112  0.41
H17 5.85332 1.94113 0.68573  0.43
H18 2.21979 3.61672 0.72124  0.37
H19 3.81924 3.63644 -0.06307  0.32
H20 3.68827 3.30532 1.68021  0.32



Molecular formula: C35H33ClIrN4S2Si2
Method: DFT, the ωB97M-V functional and the def2-TZVPD basis

Values from the calculation:
E in eV: -95568.9456
Energy above the lowest of the compared OMol25 structures with the same formula, charge and spin in kcal per mole: 0.0
⟨S²⟩: 6.03
HOMO-LUMO gap (spin up / spin down) in eV: 6.97 / 5.21
2S+1: 5
Charge: +1
E_LUMO (spin up / spin down) in Eh: -0.0898 / -0.1850

Each line ends with the Löwdin spin population.
Atoms and positions in Å:
C1 3.45343 -0.36281 3.21939  0.14
C2 2.69924 -1.27993 2.44740  0.25
C3 2.43528 -0.66985 1.15914  0.06
H1 2.48537 -2.32274 2.69043  0.01
C4 3.01365 0.67713 1.20644  0.05
C5 3.64224 0.82526 2.49047  0.25
H2 4.26302 1.66993 2.78325  0.01
H3 3.88223 -0.57574 4.20154  0.00
H4 2.10710 -1.17854 0.26187  0.01
H5 3.11886 1.33630 0.34517  0.00
Ir1 0.94170 0.50470 2.04752  1.70
Si1 -0.56359 0.64646 0.21160  0.26
C6 -1.06329 -1.30427 0.42151  0.15
C7 -2.30885 -1.55713 1.00630  0.03
H6 -2.92731 -0.72169 1.34372  0.00
C8 -2.80986 -2.85783 1.10956  0.00
H7 -3.80611 -3.02042 1.50624  0.00
C9 -2.05646 -3.94772 0.66093  0.01
H8 -2.45457 -4.96373 0.70858  0.00
C10 -0.80028 -3.70555 0.11682  0.01
H9 -0.20658 -4.52785 -0.28174  0.00
C11 -0.29882 -2.40251 0.01336  0.03
H10 0.70059 -2.28300 -0.40305  0.00
C12 0.85521 0.83204 -1.09493  0.09
C13 1.17710 -0.19138 -1.99591  0.02
H11 0.66838 -1.15524 -1.95657  0.00
C14 2.10075 0.03272 -3.01604  0.00
H12 2.31284 -0.76562 -3.72977  0.00
C15 2.73641 1.27086 -3.13750  0.01
H13 3.45893 1.44587 -3.93487  0.00
C16 2.41707 2.29899 -2.24691  0.00
H14 2.87943 3.28345 -2.33571  0.00
C17 1.43977 2.09207 -1.27360  0.01
H15 1.08447 2.93728 -0.67804  0.00
H16 -0.70446 0.45776 2.06673  0.05
Si2 -2.01661 0.68512 -1.66847  0.21
C18 -1.47912 1.46893 -3.28797  0.01
C19 -1.54365 0.72550 -4.48059  0.01
H17 -2.07803 -0.22705 -4.49736  0.00
C20 -0.89857 1.18471 -5.63653  0.00
H18 -0.94328 0.57551 -6.54321  0.00
C21 -0.20793 2.39657 -5.61703  0.01
H19 0.33554 2.73621 -6.50562  0.00
C22 -0.21873 3.18977 -4.46328  0.00
H20 0.31784 4.13882 -4.44293  0.00
C23 -0.90433 2.75340 -3.32091  0.01
H21 -0.96649 3.37311 -2.42571  0.00
C24 -2.88368 -0.90544 -2.12320  0.02
C25 -2.16957 -1.98117 -2.66950  0.01
H22 -1.09838 -1.88068 -2.85622  0.00
C26 -2.81679 -3.19010 -2.94526  0.00
H23 -2.23558 -4.02635 -3.33550  0.00
C27 -4.19364 -3.30384 -2.73650  0.01
H24 -4.71445 -4.21960 -3.03748  0.00
C28 -4.90185 -2.25010 -2.14306  0.00
H25 -5.97437 -2.34607 -1.95131  0.00
C29 -4.23889 -1.06352 -1.80058  0.01
H26 -4.75516 -0.26385 -1.26980  0.00
H27 -2.91492 1.51143 -0.81522  0.06
Cl1 -1.13651 2.71741 0.77702  0.13
N1 0.00794 -2.46220 3.40397  0.00
C30 0.28896 -1.49226 4.26841  0.02
N2 0.57724 -0.22489 3.93620  0.12
C31 0.87136 0.55680 5.05229  0.01
C32 0.89860 -0.16149 6.23700  0.01
S1 0.44728 -1.79898 5.99561  0.01
C33 1.26003 1.87154 4.69642  0.01
C34 1.80270 2.92439 5.41328  0.01
S2 2.28407 4.22086 4.39015  0.01
C35 1.83417 3.26306 2.98733  0.02
N3 1.29142 2.07494 3.31733  0.11
N4 2.08208 3.67922 1.75374  0.01
H28 -0.28221 -3.36426 3.76627  0.00
H29 -0.10727 -2.26872 2.41189  0.00
H30 1.19234 0.28443 7.17853  0.00
H31 1.91671 2.90800 6.49157  0.00
H32 2.47456 4.59851 1.61818  0.00
H33 1.92428 3.07503 0.94473  0.00



Molecular formula: C5H8N2
Method: DFT, the ωB97M-V functional and the def2-TZVPD basis

Values from the calculation:
E in eV: -8290.7106
Energy above the lowest of the compared OMol25 structures with the same formula, charge and spin in kcal per mole: 98.8
HOMO-LUMO gap in eV: 8.63
E_LUMO in Eh: 0.0029

Each line ends with the Mulliken charge.
Atoms and positions in Å:
C1 0.03482 0.17640 1.83363  -1.24
C2 -0.35475 -0.64397 0.68869  0.13
C3 -1.25751 -0.06833 -0.36326  -0.51
N1 -0.54693 -0.54073 -1.55443  -0.44
C4 0.80547 -0.54844 -1.03114  -0.37
C5 1.50779 0.70407 -0.96870  0.32
N2 1.99970 1.75155 -0.85959  -0.49
H1 0.54488 1.08412 1.49341  0.33
H2 -0.87027 0.53870 2.32924  0.33
H3 0.67303 -0.28534 2.58386  0.31
H4 0.34075 -1.44644 0.21632  0.37
H5 -1.28426 1.03478 -0.28728  0.30
H6 -2.27968 -0.44903 -0.28749  0.32
H7 -0.64969 0.06927 -2.35969  0.27
H8 1.43177 -1.34730 -1.45770  0.39



Molecular formula: C2H7NO3
Method: DFT, the ωB97M-V functional and the def2-TZVPD basis

Values from the calculation:
E in eV: -9813.4310
Energy above the lowest of the compared OMol25 structures with the same formula, charge and spin in kcal per mole: 173.6
HOMO-LUMO gap in eV: 6.57
E_LUMO in Eh: -0.0085

Each line ends with the Mulliken charge.
Atoms and positions in Å:
C1 1.00759 -0.19348 0.26320  0.41
C2 0.97863 0.28150 1.68114  -0.96
N1 -2.33051 0.13237 -1.54141  -0.31
O1 -0.06055 -0.83787 -0.26720  -0.41
O2 -1.35984 0.55933 -0.73515  -0.36
O3 1.68349 0.61204 -0.57982  -0.44
H1 1.29853 0.49566 -1.46365  0.34
H2 0.85300 -1.54278 0.10393  0.40
H3 -2.95808 -0.53392 -1.09285  0.23
H4 -1.98798 -0.21480 -2.43706  0.22
H5 0.57659 -0.48779 2.33615  0.29
H6 0.32258 1.15782 1.72785  0.24
H7 1.97656 0.57194 2.00489  0.35